1.
ORCA calculation (the ωB97M-V functional and the def2-TZVPD basis) on C2HClN2O2 in the gas phase.

The value obtained for the frontier orbital gap is 0.3741 Ha. As for the SMILES: Oc1nnoc1Cl. For the largest force on an atom, the calculation gives 0.633 eV/Å.

The geometry in XYZ format:
```
8
Properties=species:S:1:pos:R:3:mulliken_charge:R:1
N -0.56232 -0.26303 1.75827 -0.093
O -0.56229 -0.16307 -1.67167 -0.492
N -1.11288 -0.44991 0.63719 -0.265
H -1.43690 -0.53447 -1.76051 0.363
Cl 2.34112 0.93005 -0.37298 -0.130
C -0.25555 -0.09257 -0.36823 0.242
C 0.87668 0.34057 0.22977 0.471
O 0.71215 0.23245 1.54817 -0.095
```

---

2.
ORCA calculation (the ωB97M-V functional and the def2-TZVPD basis) on 15 unconnected molecules or ions with the total composition C4H38N2O15.

The value obtained for the frontier orbital gap is 0.3225 Ha. For the largest force on an atom, the calculation gives 10.266 eV/Å.

The geometry in XYZ format:
```
59
Properties=species:S:1:pos:R:3:mulliken_charge:R:1
O 0.43620 -1.45116 3.37529 -0.808
H 2.18227 0.87537 2.67004 0.252
H -2.77519 2.42187 -1.43805 0.225
C -2.19152 1.38395 0.39619 -0.178
H -0.53481 2.81374 1.09863 0.203
C -0.45620 -0.59035 0.34418 0.311
H 0.32656 1.92319 0.21078 0.280
O 0.36489 2.51164 1.00948 -0.592
H 0.01114 -1.84594 2.69319 0.330
H 1.70450 -2.29169 2.87587 0.635
H 2.41854 3.65187 -0.22914 0.359
H 0.84129 1.41388 3.59875 0.475
N -0.14885 -1.56281 -0.75450 -0.175
O -0.15282 1.34632 3.79298 -0.577
H -1.97440 1.49716 1.45197 0.336
O -3.75890 -0.02938 -0.87255 -0.498
H -3.13176 -2.58550 -1.16582 0.236
O -2.39361 -2.44407 -1.66774 -0.571
O -1.10144 2.12981 -3.87405 -0.688
H 2.23354 2.60601 0.86235 0.230
H 0.27668 -2.42936 -0.58595 0.256
H -1.23457 -0.69584 -4.59272 0.268
H -0.01267 -4.47109 1.40166 0.310
H 2.57548 2.28159 2.60096 0.273
H -2.62695 -1.74229 -2.41422 0.294
H -0.28820 2.35991 -3.32884 0.405
H -1.63165 3.33500 -0.41352 0.477
H 0.11465 -0.54880 3.42011 0.357
H 3.52157 0.97619 -1.19192 0.315
O 2.85921 0.45394 -1.56728 -0.598
H -0.33492 -3.50365 -2.18974 0.307
O 1.15835 2.14275 -2.62178 -0.695
H 0.99002 2.13224 -1.63410 0.247
H 3.34110 -1.26237 1.50000 0.322
O 2.57130 1.65509 3.16530 -0.666
H -3.24294 3.00216 0.11405 0.541
H 1.19480 -3.77841 -1.89381 0.280
O 2.85890 2.92388 0.25071 -0.633
H -4.07460 0.41492 1.08908 0.511
N -1.19601 0.64011 -0.30843 1.296
O 2.34250 -2.92540 2.37642 -0.792
C -2.42593 2.65350 -0.38418 -1.368
H -1.04820 -1.18769 1.04685 0.172
H -1.77789 2.56786 -3.48538 0.268
H -1.02197 -1.65257 -1.34716 -0.131
O 0.33769 -4.03094 -1.78037 -0.696
H -0.73045 -3.89415 0.29560 0.274
H 2.12212 1.82054 -2.68221 0.356
H -1.26570 0.50712 -1.37866 -0.598
H 0.53437 -0.26577 0.62925 -0.292
H -0.56809 1.42344 4.55545 0.198
H 1.72465 -3.06452 1.56885 0.261
H 4.37261 -0.26363 2.04600 0.275
H -1.28108 0.28278 -3.35678 0.365
C -3.47030 0.49675 0.23722 -0.404
H 2.58120 -0.17715 -0.96159 0.194
O 3.78931 -0.51586 1.35374 -0.559
O -0.50593 -3.67639 1.14167 -0.555
O -1.65984 -0.57157 -3.77678 -0.620
```

---

3.
ORCA calculation (the ωB97M-V functional and the def2-TZVPD basis) on a molecular structure, C35H47BrEuN4P2.

As for the multiplicity: 8. The value obtained for the frontier orbital gap (alpha / beta) is 0.2014 / 0.2030 Ha. The net charge is +2. The expectation value of S² is 15.7610. For the largest force on an atom, the calculation gives 2.967 eV/Å.

The geometry in XYZ format:
```
90
Properties=species:S:1:pos:R:3:mulliken_spin:R:1
C 0.02403 2.58901 -2.60102 0.025
C -4.13602 -3.64606 -1.37662 0.000
C -2.80905 4.75217 -1.43159 -0.004
H 4.19926 3.88947 -1.39297 0.001
H -2.82935 2.12392 0.86010 -0.002
H 4.61799 3.45992 0.27777 -0.001
H -2.39164 -0.65740 -0.31680 0.001
C -2.80764 3.48508 -3.48239 0.001
H 4.73774 -1.38747 2.35559 0.000
H 2.99076 0.29391 1.37942 -0.001
N -0.72698 2.32592 1.29543 0.012
C -2.09968 1.49918 2.85202 -0.005
H 0.05346 -5.22543 -1.39038 0.000
H 3.24242 0.57350 -2.90819 0.000
H -1.92528 -5.73895 0.53958 0.000
H -2.30274 2.94525 -4.28390 0.000
H -1.09508 -2.82152 1.12169 -0.001
C 4.21701 -1.34070 -2.63358 0.000
H -2.62687 -4.61239 -2.60545 0.000
C -0.04874 -1.14872 -2.75730 0.000
C 0.17993 0.15527 -3.10598 0.011
H -4.90732 -4.09638 -2.02189 0.000
C -0.48140 1.22549 -2.43651 -0.019
C 0.05304 -4.28041 -1.95150 0.000
C -0.63677 3.76379 -2.20433 -0.027
C 3.39854 -0.16278 -2.09760 0.000
C 0.77158 0.12956 8.59855 0.001
H 0.99269 2.70697 -3.12230 0.000
H -2.71515 -3.37378 0.69392 0.000
H 1.01570 -3.80473 -1.70418 0.000
H 0.94222 0.39968 -3.85975 0.001
H -0.31078 -3.65355 -4.03899 0.000
C -0.84506 -1.48536 -1.60398 0.009
Eu 0.77438 3.12595 -0.39397 6.965
H -0.21993 -5.18463 0.55970 0.000
H -4.77564 5.47330 -0.86799 0.000
H 5.26613 -1.06173 -2.79331 0.000
H 2.53309 1.89605 0.30882 -0.008
H 1.67597 1.81266 4.39201 -0.001
H -0.82952 -5.31516 -3.62261 0.000
H 3.28309 -1.15258 0.42115 -0.001
P 4.23923 0.75994 -0.72447 -0.004
H -2.85437 -2.89988 -2.95094 0.000
C 0.39113 0.46012 7.24975 -0.001
H -2.34706 0.46151 5.21185 0.000
H -1.65564 -0.16658 7.52270 0.000
P -1.28120 -3.24125 -1.24111 -0.002
C 0.94077 1.37784 5.07072 0.000
C -1.69102 -0.43296 -1.13078 0.001
H 5.27116 0.28621 2.32086 0.000
C -2.04431 1.98186 1.58670 -0.001
H -2.16953 1.66997 -1.13067 -0.005
C -1.32281 0.62303 5.54185 0.000
C -2.80064 -3.63595 -2.13439 0.000
H -2.93657 1.10684 3.39703 0.000
C -0.93016 0.26094 6.83293 0.001
H -1.21426 -5.06217 2.02116 0.000
C -4.19426 4.91841 -1.60512 0.001
C -0.00882 2.09313 2.40168 -0.012
H -4.73892 3.38596 -4.46112 0.000
H 3.10841 4.32140 -0.04538 0.004
Br 0.93895 -1.86668 -0.02096 0.008
H 0.49922 -1.94735 -3.25729 0.001
C 1.32754 1.01777 6.36687 0.001
H 1.04841 2.32824 2.52277 0.002
H 2.49871 2.16637 -1.53629 -0.015
H -4.46738 -2.62690 -1.13749 0.000
C 4.97363 -0.55702 1.68156 0.000
H 2.41340 -0.51612 -1.73828 0.000
H -2.30153 5.20888 -0.58401 -0.001
C -2.09036 3.97849 -2.36648 0.012
C -1.64325 -3.55673 0.51468 0.001
C -1.23302 -4.96993 0.92363 0.000
C -0.06397 -4.54945 -3.44877 0.000
C -4.18624 3.75062 -3.59126 0.000
C 3.78789 3.53272 -0.43572 0.001
H -4.08990 -4.23216 -0.44678 0.000
H 0.89043 -4.93331 -3.83171 0.000
N -4.85926 4.41612 -2.64712 -0.001
H 4.17941 -2.21369 -1.96789 0.000
H 2.35640 1.18566 6.69371 0.000
H -0.04952 4.68243 -1.96034 0.009
C 3.76675 -0.22933 0.78971 0.001
H 3.79591 -1.65795 -3.59670 0.000
H 5.84292 -0.84333 1.08093 0.000
C -1.52807 0.87402 -1.53949 0.002
C 3.11565 2.16793 -0.60514 0.041
N -0.80100 1.57853 3.37831 -0.001
C -0.39053 1.19185 4.67063 -0.001
N 1.05924 -0.12439 9.70501 0.000
```

---

4.
ORCA calculation (the ωB97M-V functional and the def2-TZVPD basis) on a molecular structure, C3H6O3Pr.

As for the multiplicity: 3. The value obtained for the frontier orbital gap (alpha / beta) is 0.2732 / 0.2850 Ha. The net charge is +1. The expectation value of S² is 2.0140. For the largest force on an atom, the calculation gives 8.182 eV/Å.

The geometry in XYZ format:
```
13
Properties=species:S:1:pos:R:3:mulliken_spin:R:1
H 1.19413 -1.30819 -0.85916 0.000
H -1.09566 -0.92162 -1.50616 0.000
C -0.92682 1.02416 0.21828 0.003
O 3.09961 1.17610 1.13227 -0.112
H -1.29617 -2.13298 -0.16543 0.000
C 0.52795 -0.94460 -0.06913 0.000
O -1.61414 -0.17746 0.36439 0.000
Pr 2.07923 2.22322 -0.36309 2.112
H -1.42678 1.54568 -0.61744 0.001
C -0.94020 -1.13340 -0.43578 0.000
O 0.56540 0.42920 0.36133 -0.002
H -1.03864 1.66803 1.09872 -0.001
H 0.87208 -1.44815 0.84118 -0.001
```

---

The evaluated energy relative to the best compared isomer or geometry (same formula, charge and spin) for the records listed, in turn: 1.902, 9.159, 0.000, 3.130 eV.
The evaluated calculated total energy for the records listed, in turn: -796.92609, -1413.12757, -5547.33053, -860.26616 a.u..